# C17H31F5FeP2

A structure of composition C17H31F5FeP2 at a distorted geometry (ωB97M-V/def2-TZVPD, OMol25).

Atoms and positions in Å:
P  1.01  -1.30  -0.51
P  1.69  1.58  -0.49
C  1.27  -0.49  -2.19
C  2.16  0.73  -2.08
H  0.26  -0.25  -2.53
H  1.68  -1.26  -2.85
H  3.22  0.45  -1.99
H  2.08  1.42  -2.93
C  0.56  2.88  -1.11
H  0.16  3.49  -0.31
H  -0.29  2.42  -1.64
H  1.07  3.50  -1.85
C  3.15  2.52  -0.03
H  3.63  2.92  -0.91
H  3.86  1.86  0.49
H  2.81  3.30  0.65
C  -0.03  -2.65  -1.42
H  -0.21  -3.51  -0.75
H  0.54  -3.04  -2.28
H  -1.01  -2.33  -1.81
C  2.49  -2.42  -0.48
H  3.44  -1.89  -0.45
H  2.38  -3.04  -1.37
H  2.38  -3.03  0.44
Fe  2.15  -0.02  0.81
C  -2.62  1.25  -0.95
C  -3.51  0.75  -1.86
C  -4.83  0.20  -1.42
C  -4.88  -1.08  -0.58
C  -3.61  -1.89  -0.49
C  -2.56  -1.63  0.28
C  -2.13  -0.38  1.01
C  -2.68  0.99  0.52
C  3.32  -1.18  2.08
H  -1.87  1.98  -1.26
H  -3.32  0.89  -2.92
H  -5.43  0.03  -2.32
H  -5.31  0.97  -0.83
H  -5.17  -0.81  0.42
H  -5.63  -1.75  -1.02
H  -3.59  -2.76  -1.12
H  -1.86  -2.46  0.46
H  -1.03  -0.34  0.89
H  -2.28  -0.42  2.10
H  -3.72  1.08  0.91
H  -2.08  1.80  0.97
H  3.85  -0.65  2.88
H  4.10  -1.69  1.49
H  2.65  -1.88  2.61
F  1.77  2.34  2.49
C  2.37  1.09  2.72
F  3.70  1.39  3.06
C  1.67  0.66  4.05
F  1.53  1.74  4.89
F  0.40  0.23  3.77
F  2.30  -0.30  4.76

Results
HOMO (alpha / beta) = -6.341 / -8.309 eV
E = -3111.8576 a.u.
F_max = 0.121 Eh/bohr
energy relative to the best compared isomer or geometry (same formula, charge and spin) = 34.7 kcal/mol
orbital gap (alpha / beta) = 0.2489 / 0.2949 Eh
multiplicity = 5